Record 1
Density functional theory data (ωB97M-V with the def2-TZVPD basis set) for a molecular structure, C4H5CoF3N5O17 at a distorted geometry.

The geometry in ORCA input format:
```
! wB97M-V def2-TZVPD RIJCOSX def2/J DEFGRID3
* xyz -3 4
N 0.68915 -0.25374 -4.09058
O -0.40936 3.61605 0.90158
N -1.74543 -2.65252 -1.53672
C 1.41873 0.26194 2.09878
H -0.32567 0.31708 3.42987
O 2.21972 -0.76636 1.51566
H 0.76618 0.74072 1.36926
Co -0.53576 0.49506 -1.12142
N -2.06103 0.49091 1.97003
F 3.63717 -2.81934 0.47925
O -2.60013 -3.16706 -0.78711
H 0.15040 -1.29473 3.00373
O -3.52369 2.95830 -0.56834
H 1.05183 -0.47122 4.16896
O -1.26035 -3.30482 -2.48017
O -4.28270 0.95705 -0.78067
O 1.24568 -0.44591 -0.46353
F 2.42735 -2.64329 -1.33110
C 0.54733 -0.29806 3.21077
F 4.05127 -1.30656 -1.02290
O 0.92751 -1.47472 -4.09362
C 3.06782 -1.97629 -0.38686
N -3.38399 1.79216 -0.96484
O 1.69274 3.44887 0.48761
O -1.38667 -1.46397 -1.30601
O -2.18313 1.58599 2.54573
O 1.04189 0.45457 -5.05111
O -2.33220 1.41047 -1.56008
C 2.07335 -0.96665 0.19868
N 0.51018 3.18380 0.18635
H 2.03686 1.07423 2.48420
O 0.10326 0.23613 -3.08020
O -1.29625 0.42714 0.95881
O 0.29023 2.38232 -0.78236
O -2.62225 -0.52755 2.39835
*
```

HOMO-LUMO gap (spin up / spin down): 6.90 / 6.86 eV
Maximum force: 2.49 eV/Å
Expectation value of S²: 3.7550
Calculated total energy: -92249.2687 eV
ΔE to the lowest compared entry with this formula, charge and spin: 0.0 kJ/mol
HOMO energy (spin up / spin down): -0.2371 / -0.2018 eV
M: 511.0 g mol⁻¹

Charges computed using natural (NBO), reported in e:
1. N 0.730
2. O -0.444
3. N 0.729
4. C -0.115
5. H 0.258
6. O -0.487
7. H 0.257
8. Co 1.666
9. N 0.725
10. F -0.318
11. O -0.532
12. H 0.229
13. O -0.500
14. H 0.168
15. O -0.527
16. O -0.508
17. O -0.555
18. F -0.278
19. C -0.643
20. F -0.324
21. O -0.498
22. C 0.898
23. N 0.730
24. O -0.561
25. O -0.614
26. O -0.510
27. O -0.542
28. O -0.647
29. C 0.730
30. N 0.717
31. H 0.186
32. O -0.626
33. O -0.643
34. O -0.640
35. O -0.511

---

Record 2
Density functional theory data (ωB97M-V with the def2-TZVPD basis set) for 2 unconnected molecules or ions with the total composition C5H8O2.

The geometry in ORCA input format:
```
! wB97M-V def2-TZVPD RIJCOSX def2/J DEFGRID3
* xyz 0 1
H -2.43750 -1.42366 0.07867
C 1.68478 -0.11342 -0.38842
C -0.68509 0.18943 -1.55842
O -0.86316 0.66405 1.63963
H 1.87294 -0.39488 1.85942
H 2.05498 1.29196 1.31375
C 0.19689 0.15408 -0.56475
H -2.56057 -0.15522 0.85162
H 2.35484 0.47440 -1.01821
C 0.06600 0.45556 0.89583
H -1.72817 0.41629 -1.35391
O -3.06652 -0.71345 0.24134
H 1.93905 -1.16925 -0.50486
C 1.57731 0.33223 1.09804
H -0.40579 -0.00812 -2.58972
*
```

HOMO-LUMO gap: 9.90 eV
Maximum force: 0.57 eV/Å
Calculated total energy: -9408.2779 eV
ΔE to the lowest compared entry with this formula, charge and spin: 150.0 kJ/mol
HOMO energy: -10.0504 eV
M: 100.1 g mol⁻¹

Charges computed using natural (NBO), reported in e:
1. H 0.459
2. C -0.435
3. C -0.297
4. O -0.541
5. H 0.236
6. H 0.239
7. C -0.148
8. H 0.487
9. H 0.222
10. C 0.577
11. H 0.240
12. O -0.951
13. H 0.221
14. C -0.513
15. H 0.203